Record 1
C12H26MgN6O6 | ωB97M-V/def2-TZVPD

Energy above the lowest of the compared OMol25 structures with the same formula, charge and spin, kcal per mole: 150.7
Net charge: 0
Frontier orbital gap (spin up / spin down), eV: 5.18 / 4.03

XYZ file:
```
51
Properties=species:S:1:pos:R:3:forces:R:3
O -3.551 1.458 1.659 1.56 -0.51 1.04
H -3.817 1.513 0.773 -1.44 0.33 -2.23
Mg -1.341 1.297 -0.238 2.39 -2.36 1.65
N -1.666 -1.239 -0.898 -0.06 -0.95 -0.41
N -1.826 -0.325 1.718 0.11 2.09 -1.15
N 1.350 1.995 -0.887 1.74 1.08 1.76
N -0.079 2.299 1.319 1.99 1.38 0.07
O -1.312 -1.877 -1.925 -0.52 1.07 1.19
O 2.387 1.740 -1.773 -0.80 -0.61 -0.91
O -0.509 2.285 2.639 -0.79 0.09 -0.95
O -1.871 0.034 2.909 0.43 -0.76 0.26
C -2.444 -1.499 1.379 0.10 0.35 -1.26
C -2.292 -2.010 0.067 -0.38 0.28 1.29
C 1.771 2.930 -0.062 -1.86 -2.54 -2.22
C 0.961 3.112 1.129 -2.26 -0.51 1.09
C -2.835 -3.368 -0.259 -0.02 -0.37 -0.23
H -2.400 -4.137 0.398 -0.15 0.21 -0.21
H -2.589 -3.616 -1.296 -0.08 0.03 0.29
H -3.931 -3.403 -0.141 0.40 0.07 0.00
C -3.173 -2.108 2.486 -0.15 -0.84 0.10
H -3.988 -1.473 2.794 -0.22 0.42 0.12
H -2.522 -2.230 3.338 0.21 0.01 0.35
H -3.566 -3.056 2.217 -0.40 -0.89 -0.20
C 3.054 3.509 -0.367 0.65 1.30 0.86
C 1.348 4.171 2.142 0.11 -0.25 0.32
H 3.059 3.883 -1.364 0.06 0.30 -0.83
H 3.825 2.777 -0.300 0.71 -0.63 0.06
H 3.284 4.307 0.291 0.38 0.87 0.69
H 0.557 4.292 2.901 0.42 -0.14 -0.41
H 1.527 5.152 1.657 -0.08 -0.63 0.05
H 2.285 3.881 2.653 -0.39 0.18 -0.14
H 2.050 1.043 -2.369 -0.23 0.41 0.46
H -1.250 1.610 2.618 0.61 0.39 0.60
C -1.054 1.749 -2.227 0.03 -2.47 -0.09
H -1.527 0.892 -2.700 -0.49 0.15 -0.10
H -0.382 2.203 -2.920 0.14 1.00 0.15
H -1.748 2.279 -1.629 -1.72 2.54 -1.31
O -2.261 -1.129 -4.597 0.94 -0.44 1.21
H -1.527 -0.832 -5.154 -0.28 -0.07 0.29
H -1.831 -1.375 -3.718 -0.66 0.54 -1.50
C 2.726 -2.901 -1.457 -0.15 0.37 -0.18
N 2.445 -2.257 -0.165 0.22 -0.46 -0.12
C 3.324 -2.595 0.963 -0.10 0.40 0.15
C 1.556 -1.272 -0.071 -0.01 -0.25 0.27
N 0.746 -0.454 0.063 0.37 -0.34 0.05
H 3.312 -3.814 -1.251 -0.42 0.46 -0.26
H 3.314 -2.226 -2.112 -0.22 -0.43 0.22
H 1.775 -3.156 -1.957 0.48 0.05 0.17
H 4.032 -1.772 1.173 -0.20 -0.41 -0.04
H 2.722 -2.789 1.867 0.30 0.04 -0.34
H 3.883 -3.501 0.681 -0.26 0.45 0.30
```
Positions in Å, forces in eV/Å.



Record 2
C12H26N2O9Zn | ωB97M-V/def2-TZVPD

Energy above the lowest of the compared OMol25 structures with the same formula, charge and spin, kcal per mole: 227.0
Net charge: -2
Frontier orbital gap, eV: 2.63

XYZ file:
```
50
Properties=species:S:1:pos:R:3:forces:R:3
Zn -0.699 2.429 1.371 0.34 2.75 1.59
C 0.318 2.332 4.459 -3.89 3.10 -1.31
O -0.516 1.591 3.987 -3.57 -8.12 -0.39
O 0.344 2.911 5.523 1.55 -0.68 7.92
O 0.598 3.198 3.630 5.00 4.90 -8.19
C -1.294 5.255 -0.039 2.24 -1.54 3.77
O -1.408 6.423 0.118 -0.86 9.47 -3.20
O -0.346 4.577 -0.287 6.61 -3.75 -6.14
O -1.930 4.759 0.893 -7.37 -6.34 5.84
C -3.289 -4.060 0.117 -0.15 0.79 -0.18
O -2.822 -2.685 0.108 -0.22 -1.29 0.62
C -3.874 -1.732 0.005 -1.22 0.15 -0.55
C -3.491 -0.340 0.448 -0.82 0.54 0.61
N -2.310 0.090 -0.364 -1.21 -0.94 -0.56
C -2.750 0.399 -1.776 0.10 0.17 -0.90
C -2.149 -0.522 -2.913 -0.97 2.72 0.93
O -0.728 -0.401 -2.900 -0.65 -1.26 0.67
C -0.218 -1.667 -3.239 1.10 0.46 -0.36
H -2.553 -4.793 0.447 0.59 0.66 0.03
H -3.601 -4.376 -0.879 -0.12 0.14 -0.24
H -4.134 -4.203 0.791 -0.19 0.32 0.08
H -4.773 -2.042 0.538 -0.04 -0.31 0.17
H -4.139 -1.576 -1.041 -0.27 -0.66 -0.42
H -3.418 -0.378 1.535 1.19 0.44 0.07
H -4.334 0.338 0.310 -0.21 -0.05 -0.30
H -2.136 -0.901 -0.445 2.69 0.09 -0.66
H -2.596 1.424 -2.112 0.95 0.23 0.74
H -3.834 0.401 -1.891 -0.43 -0.67 0.17
H -2.467 -0.127 -3.878 -0.30 0.39 -0.16
H -2.690 -1.468 -2.887 1.14 -0.91 0.45
H -0.627 -2.404 -2.548 -0.15 -0.48 -0.58
H 0.868 -1.734 -3.184 0.18 0.56 0.66
H -0.340 -1.764 -4.318 -0.80 -0.99 -0.17
C 2.329 -1.571 0.694 1.69 -0.22 0.87
C 2.989 -0.193 1.012 -2.05 -0.06 1.72
C 4.459 -0.095 0.653 -0.62 0.69 -0.26
O 4.912 1.290 0.726 0.70 -1.39 1.61
C 6.347 1.438 0.656 -0.97 0.02 -1.51
N 2.172 0.827 0.384 0.86 -0.38 -1.63
H 2.669 -1.927 -0.279 -0.32 0.02 -0.34
H 1.255 -1.688 0.835 0.00 0.85 -0.30
H 2.732 -2.287 1.411 0.24 -0.28 0.07
H 2.795 0.016 2.064 0.72 -0.35 0.46
H 4.520 -0.370 -0.400 0.45 -0.47 -0.25
H 4.936 -0.815 1.318 0.88 0.27 -0.07
H 6.649 2.442 0.955 -0.40 -0.06 0.16
H 6.530 1.337 -0.414 0.67 0.12 -0.25
H 6.999 0.710 1.137 -0.56 -0.29 0.56
H 2.847 1.553 0.190 -0.31 1.19 0.39
H 2.201 0.381 -0.522 -1.23 0.44 -1.25
```
Positions in Å, forces in eV/Å.



Record 3
C12H27AsAuS3 | ωB97M-V/def2-TZVPD

Net charge: +3
Frontier orbital gap (spin up / spin down), eV: 9.87 / 5.43
Spin multiplicity: 3

XYZ file:
```
44
Properties=species:S:1:pos:R:3:forces:R:3
Au 0.661 0.277 -0.515 0.05 0.04 0.04
C 2.920 2.885 -0.973 -0.02 0.02 0.00
C 3.879 1.780 -0.587 0.00 -0.03 -0.01
S 3.125 0.138 -0.878 -0.01 -0.01 0.07
C 3.460 -0.780 0.655 0.00 0.01 -0.05
C 2.864 -0.233 1.949 -0.04 0.01 0.04
S 1.045 -0.005 1.965 0.06 -0.03 -0.05
C 0.862 1.753 2.407 -0.02 -0.02 0.02
C 1.630 2.763 1.569 0.01 0.02 -0.01
S 1.272 2.694 -0.217 0.00 -0.04 0.00
H 3.294 3.868 -0.675 0.00 0.00 -0.02
H 2.725 2.915 -2.046 -0.01 0.01 0.00
H 4.773 1.818 -1.214 0.00 0.02 0.01
H 4.200 1.840 0.451 0.01 -0.01 0.00
H 3.113 -1.793 0.440 0.00 0.00 0.00
H 4.548 -0.833 0.757 0.00 -0.01 -0.01
H 3.067 -0.956 2.741 0.01 0.01 0.00
H 3.322 0.707 2.251 0.01 0.00 0.00
H -0.215 1.927 2.387 0.00 0.01 0.00
H 1.182 1.843 3.449 -0.01 0.01 0.00
H 1.333 3.771 1.876 0.00 0.00 0.01
H 2.705 2.687 1.711 0.00 0.01 -0.01
C -3.035 1.018 0.656 0.00 0.00 -0.01
C -2.977 0.287 -0.679 0.01 0.01 0.01
As -1.510 -0.976 -0.791 -0.06 -0.02 -0.02
C -1.388 -1.742 -2.584 -0.02 -0.01 -0.01
C -2.782 -1.939 -3.189 -0.01 0.00 0.01
C -1.698 -2.333 0.581 0.04 0.02 -0.01
C -2.998 -3.125 0.421 -0.01 0.00 -0.01
H -3.918 1.656 0.681 0.00 0.00 0.00
H -2.165 1.666 0.794 0.00 0.00 0.00
H -3.108 0.331 1.500 0.00 0.01 0.00
H -2.885 0.965 -1.529 0.00 0.00 0.00
H -3.868 -0.325 -0.845 0.00 0.00 0.00
H -0.840 -2.679 -2.473 0.01 0.00 0.01
H -0.787 -1.064 -3.193 0.00 -0.01 -0.01
H -3.407 -2.597 -2.589 0.00 0.00 0.00
H -2.656 -2.405 -4.168 0.01 0.00 0.00
H -3.300 -0.994 -3.342 0.00 0.00 0.00
H -1.657 -1.815 1.541 0.00 0.00 0.00
H -0.820 -2.976 0.501 -0.01 -0.01 0.01
H -3.881 -2.488 0.472 0.00 0.00 0.00
H -3.065 -3.840 1.241 0.00 0.00 0.00
H -3.020 -3.693 -0.507 0.00 0.00 0.00
```
Positions in Å, forces in eV/Å.